(1)
Molecular formula: C18H21F2NO3
Method: DFT, ωB97M-V with the def2-TZVPD basis set

Each line ends with the natural charge from an NBO analysis.
Element x y z (Å)
N: 1.47774 -0.22272 -0.85917  -0.37
H: -4.75085 -1.68013 1.17653  0.21
C: 1.79136 2.46696 0.13614  0.51
H: -0.00798 -1.10259 1.13147  0.20
C: -3.97653 -2.06928 0.52003  -0.60
H: 2.02290 -1.92853 -1.92832  0.21
C: 1.05078 -2.53380 -0.08530  -0.41
F: 6.12739 -1.05085 -0.20329  -0.30
H: -2.43969 -0.79145 1.31422  0.20
C: 3.84437 -0.66076 -0.52128  -0.31
H: -4.16461 -3.12847 0.35863  0.20
H: -1.63231 -3.44998 0.05202  0.20
C: 4.17796 1.93438 0.40683  -0.21
H: 1.97490 -2.53628 0.49543  0.21
C: -2.59796 -1.85754 1.13361  -0.39
C: 0.50827 1.89289 -0.25805  -0.33
H: 0.89249 -3.54232 -0.47110  0.21
C: -0.73741 2.68254 -0.10823  0.78
C: -1.48686 -2.38136 0.22617  -0.40
C: 1.21438 -1.58480 -1.28041  -0.21
H: -2.81414 3.94738 -0.67912  0.20
H: -1.56585 -1.88006 -0.74068  0.18
H: -3.34365 2.42338 1.19516  0.22
C: 2.91164 1.50066 0.01562  -0.11
F: 6.47940 1.51322 0.71140  -0.30
H: 3.77699 -1.67850 -0.86616  0.23
C: 5.08500 -0.20936 -0.13051  0.36
C: -3.81703 2.26436 0.22934  -0.63
H: 4.28269 2.94699 0.76585  0.26
H: -3.93790 1.19606 0.06432  0.20
H: -4.79615 2.73429 0.23738  0.22
H: 0.30041 -1.58063 -1.87604  0.21
O: -1.69000 2.24325 -0.96215  -0.53
O: -0.91101 3.57598 0.67333  -0.56
H: -0.52522 0.23521 -1.04425  0.23
C: -0.10646 -2.15090 0.83906  -0.40
C: 5.26242 1.09346 0.33599  0.31
C: -2.96456 2.88039 -0.87145  -0.07
C: 2.73248 0.18866 -0.46021  0.17
H: -3.42299 2.73931 -1.85268  0.19
O: 1.96978 3.60963 0.50481  -0.56
H: -0.02883 -2.74545 1.75143  0.21
H: -4.05210 -1.56067 -0.43931  0.20
C: 0.43422 0.62324 -0.73568  0.13
H: -2.54751 -2.36579 2.09864  0.20

Atomic forces in eV per Å
-0.4 0.1 -0.2
-0.1 0.0 0.0
-0.1 -0.3 -0.1
0.0 0.0 0.1
0.2 0.1 0.2
-0.1 0.1 0.0
-0.1 0.2 0.0
-0.1 0.2 0.1
0.0 0.0 0.1
0.1 0.0 0.0
-0.1 -0.1 0.0
0.0 -0.1 -0.1
0.2 -0.3 -0.1
0.1 -0.1 -0.1
-0.1 -0.1 -0.3
0.0 0.1 0.1
0.1 -0.1 0.0
0.0 0.0 0.1
0.1 0.2 0.4
0.0 -0.6 0.1
0.0 -0.2 -0.1
0.0 0.0 -0.1
0.0 0.0 0.1
0.1 -0.2 0.0
-0.1 -0.2 -0.1
0.0 -0.1 0.0
-0.1 0.0 0.0
0.3 0.1 -0.2
0.0 0.1 0.0
-0.1 -0.1 0.0
-0.1 0.0 0.0
0.1 0.1 0.0
0.0 -0.2 -0.2
0.0 0.0 0.0
0.0 -0.1 0.0
0.0 -0.2 -0.3
-0.2 0.1 0.0
-0.4 0.2 0.2
0.6 0.5 0.3
0.1 0.0 0.1
0.1 0.1 0.0
0.0 0.1 0.1
-0.1 0.0 -0.1
0.0 0.3 0.0
0.1 0.0 0.1

Properties
Maximum force: 0.0167 Eh/bohr
SMILES string: CCCCCCn1cc(C(=O)OCC)c(=O)c2cc(F)c(F)cc21
Spin multiplicity: 1
Energy relative to the best compared isomer or geometry (same formula, charge and spin): 0.0 kcal per mole
Frontier orbital gap: 8.72 eV
Charge: 0

***

(2)
Molecular formula: C18H21F2NO7S
Method: DFT, ωB97M-V with the def2-TZVPD basis set

Each line ends with the natural charge from an NBO analysis.
Element x y z (Å)
C: 2.76032 3.23578 3.61718  -0.25
C: 1.71023 1.24132 4.36412  0.36
H: -1.78619 0.55188 -5.36986  0.22
H: 1.98312 0.17890 0.35357  0.22
H: 0.47536 0.98657 -3.35583  0.21
O: 1.72720 -0.79167 -1.85229  -0.50
C: -2.09917 -1.02259 -3.91363  -0.06
H: 1.83105 1.31834 2.23002  0.22
H: -4.53268 -0.78160 -5.44559  0.24
C: 0.96916 -1.29753 -0.85925  0.76
H: 2.12098 -2.36876 -3.12207  0.22
H: -0.43405 0.62705 -1.88090  0.19
C: 1.27499 0.46621 5.45370  0.21
H: -3.87126 -1.39026 -2.69146  0.26
C: 0.68569 -1.03102 1.54690  -0.08
F: 2.53576 -0.78733 7.63077  -0.35
H: 2.10187 -0.73042 -3.82782  0.21
H: -1.26986 1.29069 -3.28796  0.25
O: -5.43918 0.76095 -3.26174  -0.93
O: -0.06267 -2.75078 -4.15686  -0.62
O: 2.29052 2.42270 4.66651  -0.49
H: 3.18601 4.11422 4.09854  0.21
H: 0.01034 -1.87567 1.47737  0.23
O: -3.32500 1.97033 -3.57846  -0.96
C: -0.47508 0.61444 -2.97396  -0.44
H: -2.10992 -2.11076 -4.03988  0.27
H: -0.03161 -2.17816 3.82715  0.22
H: 2.62799 1.07266 8.36347  0.13
H: 0.33825 -1.32251 6.11910  0.24
C: 2.55070 0.55516 7.39541  0.79
H: 3.53748 2.72974 3.03655  0.18
C: 0.45196 -1.22576 3.97709  -0.20
O: 0.15272 -2.17095 -1.02399  -0.59
C: 0.88907 -0.48932 2.87629  -0.07
H: -4.05693 0.81074 -6.10058  0.26
C: 1.26414 -0.62260 0.41028  -0.33
H: 1.94575 3.54432 2.95449  0.18
C: 0.17943 -1.69377 -3.60944  0.68
C: -3.84994 0.05666 -5.34994  -0.65
C: -3.14379 -0.60840 -2.88285  -0.68
H: -2.11700 -1.02661 -6.08896  0.24
O: 1.45998 0.97520 6.75249  -0.50
N: -0.74432 -0.71176 -3.48588  -0.44
C: -2.39626 -0.34906 -5.28239  -0.43
C: 0.65575 -0.75253 5.26005  -0.21
S: -4.06730 0.74069 -3.68129  2.17
C: 1.51226 0.74452 3.08379  -0.29
F: 3.69647 0.75846 6.70041  -0.34
C: 1.60179 -1.40387 -3.12627  -0.17
H: -2.71411 -0.27382 -1.94611  0.26

Atomic forces in eV per Å
0.1 0.1 -0.2
-0.1 -0.1 0.2
0.0 -0.1 0.0
0.1 0.1 0.1
0.0 0.1 0.0
0.1 0.2 0.2
0.4 -0.4 -0.3
0.0 0.1 -0.1
-0.1 -0.1 0.0
-0.3 -0.2 0.1
-0.1 0.2 0.0
0.0 0.1 0.0
0.2 0.0 0.1
-0.1 -0.1 0.0
0.1 -0.1 -0.8
-0.3 -0.2 0.0
-0.1 -0.1 0.1
0.2 0.0 0.0
-0.2 -0.3 0.0
0.2 -0.3 -0.1
-0.2 -0.2 0.2
0.0 0.0 -0.1
0.0 -0.1 -0.1
0.4 0.1 -0.2
0.2 0.1 0.2
-0.1 0.3 0.0
-0.1 -0.1 0.0
-0.1 -0.1 -0.4
0.0 0.0 0.1
1.0 -0.1 1.2
0.0 0.0 0.0
0.1 0.1 -0.4
0.2 0.0 0.0
0.0 0.1 0.7
-0.1 0.2 0.1
-0.1 0.0 0.4
0.0 0.0 0.0
0.2 0.1 0.0
0.1 0.2 0.8
-0.4 0.5 -0.5
0.0 0.0 0.0
-0.7 0.0 -0.9
-0.2 0.0 -0.1
0.3 -0.2 -0.2
0.1 0.3 0.2
-0.4 -0.3 0.1
0.0 0.1 0.1
0.0 0.2 -0.2
0.0 -0.5 -0.2
-0.1 0.2 0.1

Properties
Maximum force: 0.0304 Eh/bohr
SMILES string: COc1cc(/C=C/C(=O)OCC(=O)N(C)[C@@H]2CCS(=O)(=O)C2)ccc1OC(F)F
Spin multiplicity: 1
Frontier orbital gap: 8.49 eV
Charge: 0

***

(3)
Molecular formula: C18H21F3N2O5S2
Method: DFT, ωB97M-V with the def2-TZVPD basis set

Each line ends with the natural charge from an NBO analysis.
Element x y z (Å)
H: -4.72105 -2.52085 -0.81469  0.20
C: 2.37032 4.64939 0.63755  -0.06
H: -1.80238 -2.37872 -1.29309  0.23
H: -3.16560 -2.36261 -2.42166  0.20
C: -2.25697 -1.84616 -2.12354  -0.64
H: 1.43761 5.21773 0.54739  0.17
H: 2.05178 3.97712 2.67281  0.22
F: 2.27503 -4.76573 2.03504  -0.29
H: -1.81475 2.26419 1.80863  0.24
C: -0.84017 0.74576 0.68557  -0.35
N: -3.09890 -0.22189 -0.38126  -0.69
C: 2.79631 4.51942 2.09557  -0.64
C: 0.07869 2.92201 1.01863  -0.29
H: -1.60530 0.15957 -1.72540  0.21
H: 0.91929 -2.83984 -1.79743  0.25
S: -2.08909 -0.51021 0.91229  2.33
C: 1.28732 1.28330 -0.28399  0.10
H: -4.23893 -2.32995 0.87524  0.22
C: -4.86777 -1.92930 0.08427  -0.63
O: 2.25282 3.39259 -0.00919  -0.51
H: 0.80780 -4.67426 -0.08858  0.25
C: 3.26060 -1.72981 0.34424  0.42
H: 0.31260 -0.61872 -0.44974  0.24
N: 2.39546 0.91988 -1.02820  -0.86
H: 2.92640 5.50803 2.52651  0.22
C: 1.55687 -2.83928 -0.92809  -0.16
C: 3.21567 -2.73970 1.30118  0.25
C: -0.94777 2.00801 1.22283  -0.17
H: 3.73835 3.98087 2.15832  0.22
C: 2.43310 -1.78189 -0.76090  -0.44
C: 1.19849 2.58029 0.27083  0.30
C: -4.50785 -0.46367 -0.14462  -0.22
H: -3.22919 0.06837 -2.41448  0.21
H: -4.75830 0.10507 0.75352  0.22
F: 4.00926 -2.69111 2.37439  -0.28
C: 2.32326 -3.79452 1.12168  0.37
H: -1.56738 -1.84016 -2.96406  0.22
H: 3.14528 5.16779 0.06686  0.20
O: 3.73621 -0.41119 -2.61701  -0.91
H: -5.90916 -2.00793 0.38716  0.21
C: -2.54214 -0.40294 -1.70482  -0.22
O: 1.28341 -0.56435 -2.76032  -0.93
C: 1.49474 -3.85038 0.01254  -0.27
F: 4.09664 -0.69909 0.50885  -0.30
H: 3.16065 1.57271 -1.06962  0.45
H: -0.01194 3.90675 1.44776  0.23
S: 2.46714 -0.44271 -1.96827  2.34
O: -2.83664 -0.23483 2.10354  -0.94
H: -5.06487 -0.05225 -0.99090  0.20
O: -1.42063 -1.78552 0.82583  -0.96
C: 0.26569 0.38073 -0.05915  -0.19

Atomic forces in eV per Å
0.0 -0.1 -0.1
0.2 0.4 0.3
0.0 -0.1 -0.1
-0.1 -0.1 0.0
-0.1 0.1 0.0
0.1 -0.1 -0.1
0.0 0.0 0.1
0.1 0.2 0.0
-0.1 0.1 0.1
-0.2 -0.5 0.0
0.6 0.0 0.8
-0.1 -0.1 -0.4
0.1 0.0 -0.1
-0.1 0.0 -0.2
-0.1 0.0 -0.1
0.1 0.5 -0.2
-0.7 0.2 0.4
0.0 -0.1 0.1
0.0 0.2 -0.1
-0.1 -0.5 -0.1
-0.1 -0.1 0.0
0.1 -0.1 0.3
0.0 -0.1 0.0
0.2 -0.4 -0.6
0.0 0.1 0.1
0.0 0.0 0.0
0.0 0.1 0.0
-0.1 -0.1 0.0
0.1 0.0 0.0
0.1 0.6 -0.5
0.0 -0.4 -0.1
-0.4 -0.2 0.4
0.1 0.1 0.1
-0.2 0.0 -0.2
-0.1 0.0 -0.2
0.0 0.2 -0.2
0.0 -0.1 -0.1
-0.2 0.0 0.1
0.2 0.1 0.2
-0.1 -0.1 0.0
0.4 -0.2 -0.4
-0.2 -0.1 0.3
0.2 0.1 0.1
0.0 -0.3 0.2
0.3 -0.1 -0.2
0.0 0.1 0.0
0.3 0.0 0.3
-0.2 0.2 0.0
0.1 0.1 0.1
0.0 0.2 -0.2
0.0 0.2 0.1

Properties
Maximum force: 0.0195 Eh/bohr
SMILES string: CCOc1ccc(S(=O)(=O)N(CC)CC)cc1NS(=O)(=O)c1ccc(F)c(F)c1F
Spin multiplicity: 1
Energy relative to the best compared isomer or geometry (same formula, charge and spin): 7.4 kcal per mole
Frontier orbital gap: 9.18 eV
Charge: 0